Here is a structure of composition C46H38N4O2P2PdSi from OMol25. Energies are from ωB97M-V/def2-TZVPD.

The geometry in XYZ format:
```
94
Properties=species:S:1:pos:R:3
Pd -0.85992 0.09953 -1.01271
C 1.56442 -2.29033 -3.74046
N 0.77164 -1.46981 -2.83735
P -0.85484 -1.63610 -2.40685
C -1.75147 -1.45363 -3.96441
C -1.86923 -0.16017 -4.47059
C -2.43716 0.05226 -5.71416
C -2.89606 -1.02421 -6.46070
C -2.76984 -2.31518 -5.96937
C -2.19094 -2.53242 -4.72647
C -1.07764 -3.31701 -1.79219
C -2.31821 -3.95036 -1.77220
C -2.45404 -5.19408 -1.18057
C -1.35573 -5.81429 -0.60198
C -0.11980 -5.19137 -0.61944
C 0.02016 -3.94710 -1.21127
P 1.26991 -0.16935 -1.88054
C 2.77782 -0.76144 -1.07361
C 2.68782 -1.78565 -0.13269
C 3.83453 -2.33530 0.40922
C 5.08202 -1.87341 0.01322
C 5.17951 -0.86788 -0.93301
C 4.03212 -0.31349 -1.48070
C 1.80296 1.20277 -2.90944
C 1.59643 1.22829 -4.28423
C 1.95050 2.35634 -5.01132
C 2.49050 3.45786 -4.36439
C 2.66800 3.44335 -2.98692
C 2.32176 2.32016 -2.25507
H 0.90476 -2.76134 -4.47134
H 2.10739 -3.06772 -3.19922
H 2.28509 -1.67290 -4.27690
H -1.52751 0.68829 -3.87988
H -2.53153 1.06209 -6.08948
H -3.34841 -0.85787 -7.42889
H -3.11669 -3.15623 -6.55384
H -2.08047 -3.54303 -4.35888
H -3.18062 -3.47027 -2.20735
H -3.42110 -5.67887 -1.16512
H -1.46735 -6.78217 -0.13274
H 0.73618 -5.66693 -0.15981
H 0.98261 -3.45526 -1.20235
H 1.71990 -2.13317 0.19602
H 3.75148 -3.11189 1.15679
H 5.97869 -2.29742 0.44495
H 6.14912 -0.50711 -1.24759
H 4.12379 0.47131 -2.21705
H 1.14620 0.38104 -4.78625
H 1.79788 2.37358 -6.08223
H 2.75968 4.33809 -4.93305
H 3.06449 4.31063 -2.47811
H 2.43685 2.31609 -1.17542
O -1.13971 -2.17574 1.34257
N -0.28997 -1.26929 1.14606
C 0.20744 -0.60482 2.19122
C -0.15542 -0.90959 3.52955
N -0.44694 -1.14786 4.61619
C 1.11194 0.44699 1.87847
N 1.84088 1.30186 1.62211
O -0.64596 1.86308 -0.09957
Si -2.06406 2.57044 -0.45974
C -2.93310 3.46682 0.92772
C -4.05709 2.92285 1.54722
C -4.70773 3.59174 2.57558
C -4.23994 4.82280 3.00168
C -3.12242 5.38312 2.39801
C -2.48100 4.71073 1.37158
C -3.08819 1.04937 -0.98226
C -3.07520 -0.08707 -0.15648
C -3.80713 -1.24289 -0.49244
C -4.59208 -1.23952 -1.61887
C -4.62584 -0.11283 -2.45398
C -3.87156 0.99401 -2.15761
C -2.00751 3.69835 -1.95649
C -1.06209 3.48995 -2.96082
C -1.08992 4.22025 -4.13965
C -2.06936 5.18384 -4.33406
C -3.01352 5.41361 -3.34484
C -2.97926 4.67570 -2.17039
H -4.43672 1.95948 1.22993
H -5.57506 3.14619 3.04507
H -4.74168 5.34645 3.80482
H -2.74988 6.34299 2.73085
H -1.61127 5.16544 0.91289
H -2.58236 -0.06366 0.81399
H -3.74594 -2.10186 0.16242
H -5.19029 -2.10672 -1.86951
H -5.24109 -0.12885 -3.34524
H -3.88921 1.85332 -2.81852
H -0.28598 2.74852 -2.81258
H -0.34112 4.04041 -4.90145
H -2.09113 5.75950 -5.25051
H -3.77478 6.16976 -3.48559
H -3.72293 4.86916 -1.40590
```

strongest force on any atom = 0.98 eV/Å
net charge = 0

Here is a cluster of 2 separate species, C2H6N2O2 in total at a distorted geometry from OMol25. Energies are from ωB97M-V/def2-TZVPD.

The geometry in XYZ format:
```
12
Properties=species:S:1:pos:R:3
C 1.04931 -1.02390 2.15352
N 2.40705 -0.75232 1.85910
O 0.24490 -1.31854 1.30509
H 1.10778 -1.27381 3.23585
H 2.94207 -0.30318 2.67330
H 2.74047 -0.60002 1.01158
C -2.16799 0.78566 -1.50829
N -1.20446 0.87502 -2.45050
O -2.49287 1.73042 -0.87283
H -2.98978 0.02806 -1.78007
H -0.77203 1.73859 -2.62922
H -0.86446 0.11401 -2.99754
```

strongest force on any atom = 7.26 eV/Å
SMILES = NC=O.NC=O
net charge = 0

Here is a structure of composition C33H32FN2O4TeZn at a distorted geometry from OMol25. Energies are from ωB97M-V/def2-TZVPD.

The geometry in XYZ format:
```
74
Properties=species:S:1:pos:R:3
Zn 8.09354 7.82571 11.74013
O 5.33745 10.88996 11.97226
C 6.09340 9.90298 12.05505
O 7.06118 9.56003 11.21309
C 5.95680 9.00136 13.23981
C 5.03029 9.10191 14.30212
C 5.12914 8.19639 15.34788
C 6.20382 7.28913 15.40550
C 7.10967 7.26407 14.34264
N 6.91173 8.05096 13.27264
C 8.35018 6.42666 14.28270
O 8.84911 5.90460 15.29376
O 8.82589 6.37327 13.05198
H 4.27220 9.91074 14.37976
H 4.39058 8.24914 16.15330
H 6.26403 6.60310 16.31162
C 11.69448 5.25548 12.81777
C 11.82086 5.51984 11.29231
C 12.96147 4.69337 10.66720
C 11.98162 6.99120 11.05932
C 13.23615 7.53390 11.23700
C 13.48084 8.90278 11.32748
C 12.45713 9.75906 10.92370
C 11.18294 9.25690 10.52963
C 10.14401 10.32180 10.20771
C 10.40913 11.03499 8.87632
C 9.97122 11.34952 11.33200
C 10.87362 7.87163 10.66549
N 9.54759 7.45807 10.42414
C 9.18118 6.67531 9.32618
C 10.02192 6.28028 8.24550
C 9.59880 5.37342 7.30010
C 8.33727 4.80892 7.34297
C 7.43190 5.25917 8.31132
C 7.85005 6.08072 9.27906
F 6.99170 6.49928 10.27960
H 11.65245 4.16734 13.03571
H 10.82470 5.72279 13.25298
H 12.59442 5.57183 13.30370
H 10.88395 5.27068 10.77167
H 13.78010 4.70977 11.38541
H 13.32843 5.15843 9.71604
H 12.73087 3.62417 10.48490
H 14.02392 6.79448 11.40713
H 14.44583 9.29191 11.65428
H 12.61677 10.80251 10.94086
H 9.18369 9.83059 10.08550
H 11.06536 11.88360 9.08135
H 9.44543 11.36278 8.36940
H 10.94515 10.38695 8.11753
H 10.63690 12.20764 11.23506
H 10.08456 10.89194 12.31340
H 8.91288 11.71830 11.27319
H 11.04952 6.68367 8.23464
H 10.26815 5.10052 6.46376
H 8.06674 3.97107 6.72922
H 6.42964 4.85198 8.33485
C 13.81684 8.59605 15.91030
Te 11.72708 8.27727 15.35921
C 11.77011 6.80506 17.01619
C 13.17211 6.76508 17.57552
C 13.49622 5.92757 18.66359
C 14.83370 5.83723 19.05077
C 15.77742 6.69260 18.49569
C 15.49800 7.57341 17.48925
C 14.18725 7.66858 17.04220
H 13.99130 9.68647 16.09157
H 14.34393 8.35168 14.99868
H 11.32140 5.93028 16.66197
H 11.09035 7.25918 17.71830
H 12.74591 5.34684 19.21535
H 15.20658 5.12180 19.75534
H 16.76859 6.68937 18.88747
H 16.22606 8.31575 17.12424
```

strongest force on any atom = 3.23 eV/Å
net charge = -1

Here is a structure of composition C42H41CdNO3P2S at a distorted geometry from OMol25. Energies are from ωB97M-V/def2-TZVPD.

The geometry in XYZ format:
```
91
Properties=species:S:1:pos:R:3
Cd 0.00000 0.00000 0.00000
C -1.91010 0.85680 -7.60790
C -1.91730 -0.41400 -7.18810
C -1.04000 -1.57310 -7.58290
C 0.29180 -1.24490 -8.29330
C 1.20500 -0.37330 -7.46520
C 1.21210 0.95980 -7.34700
C 0.33520 1.99790 -7.99690
C -0.99680 1.51620 -8.61320
C 1.40380 0.48420 1.50900
H -2.64000 1.52320 -7.14790
H -2.66910 -0.67220 -6.44110
H -1.62020 -2.26120 -8.21780
H -0.81420 -2.14230 -6.67030
H 0.80280 -2.19510 -8.48890
H 0.09500 -0.80240 -9.27150
H 1.93480 -0.91690 -6.86490
H 1.96340 1.38190 -6.67840
H 0.91550 2.52200 -8.77260
H 0.10960 2.76130 -7.23890
H -1.50790 2.39660 -9.02060
H -0.80030 0.86210 -9.46460
H 1.19070 1.46100 1.95370
H 2.42520 0.50080 1.10650
H 1.36450 -0.27650 2.29940
P -1.47690 -0.51580 -1.64190
P 1.55310 0.01380 -1.65570
C -0.55880 -0.75790 -3.20880
C 0.76350 -0.55070 -3.20890
C -2.47560 -2.03960 -1.52460
C -2.83610 -2.79370 -2.65120
C -3.56190 -3.97290 -2.50030
C -3.93480 -4.40600 -1.22490
C -3.58210 -3.65780 -0.10170
C -2.85350 -2.47740 -0.24950
C -2.68460 0.77150 -2.10560
C -2.29050 2.11780 -2.09510
C -3.22390 3.12630 -2.32460
C -4.56230 2.80310 -2.55540
C -4.96300 1.46620 -2.55430
C -4.03120 0.45380 -2.33030
C 3.03190 -1.04020 -1.53430
C 2.94430 -2.32660 -0.98480
C 4.09490 -3.08940 -0.79070
C 5.34440 -2.57110 -1.13310
C 5.43990 -1.28490 -1.66840
C 4.29200 -0.52100 -1.86650
C 2.21370 1.64170 -2.16670
C 2.42070 2.59880 -1.16470
C 2.86510 3.87790 -1.49830
C 3.10750 4.20670 -2.83260
C 2.90690 3.25460 -3.83530
C 2.46070 1.97650 -3.50570
H -1.09480 -1.04980 -4.11160
H 1.36400 -0.66650 -4.11110
H -2.56010 -2.45010 -3.64480
H -3.83960 -4.55370 -3.37560
H -4.50400 -5.32430 -1.11010
H -3.87730 -3.98990 0.88960
H -2.57420 -1.87740 0.61290
H -1.25220 2.37380 -1.90030
H -2.90610 4.16540 -2.32050
H -5.29030 3.58980 -2.73250
H -6.00450 1.20960 -2.72710
H -4.34870 -0.58460 -2.33020
H 1.97410 -2.72770 -0.70260
H 4.01540 -4.08780 -0.36960
H 6.24090 -3.16520 -0.98060
H 6.41120 -0.87430 -1.92950
H 4.37090 0.48030 -2.27960
H 2.23550 2.31910 -0.12970
H 3.02900 4.61380 -0.71610
H 3.45840 5.20160 -3.09250
H 3.10000 3.50900 -4.87380
H 2.31540 1.23350 -4.28530
O -1.26900 3.28850 4.80360
S -0.56580 1.92450 4.78180
O 0.95780 2.12310 4.74650
N -0.77130 1.59780 3.06990
C -1.30100 0.45160 2.81940
O -1.40630 -0.03680 1.55000
C -1.68680 -0.30000 4.02670
C -2.30320 -1.55110 4.11000
C -2.54420 -2.10080 5.38320
C -2.15960 -1.40500 6.54610
C -1.54280 -0.15070 6.44510
C -1.32660 0.37970 5.17580
H -2.58880 -2.09020 3.21730
H -3.02100 -3.06770 5.47270
H -2.33730 -1.83810 7.52230
H -1.23690 0.39110 7.33150
```

strongest force on any atom = 9.79 eV/Å
net charge = 0

These records have HOMO-LUMO gap values of 6.6278 10.6940 6.7895 6.2799 eV, in the order they appear.
These records have E_HOMO values of -0.27650 -0.35984 -0.16529 -0.23293 hartree, in the order they appear.
These records have ΔE to the lowest compared entry with this formula, charge and spin values of 0.00 156.44 22.41 258.08 kJ/mol, in the order they appear.